[1]
Density functional theory data (ωB97M-V/def2-TZVPD) for 3 unconnected molecules or ions with the total composition C3H7O2.

Geometry (Å):
C 0.7900 -0.2904 -1.9011
O 1.5132 -0.5527 -2.8569
H -0.2294 -0.3571 -2.0915
H 1.1305 0.1359 -0.8659
H 4.1016 -3.3048 -6.4350
C -0.1583 0.7343 2.7724
C -1.0183 0.4166 1.7762
O -2.2726 0.5436 1.8904
H 0.7751 0.0653 2.9214
H -0.3900 1.5678 3.4623
H -0.4864 0.2448 0.8583
H 3.4939 -3.4418 -6.0033

- net charge = -1
- gap between HOMO and LUMO (eV) = 5.39
- lowest unoccupied orbital energy (eV) = 3.49
- ΔE to the lowest compared entry with this formula, charge and spin (eV) = 4.5372
- HOMO level (eV) = -1.9



[2]
Density functional theory data (ωB97M-V/def2-TZVPD) for 2 unconnected molecules or ions with the total composition C62H65N4O2.

Geometry (Å):
C -1.8435 -1.2062 -3.8067
C -2.4656 0.1727 -3.7292
C -1.4953 1.2194 -4.2931
C -3.7100 0.1072 -4.6312
C -2.8739 0.6377 -2.2909
C -3.6553 1.7938 -2.2698
C -4.3135 2.1966 -1.1219
C -4.1788 1.4582 0.0491
C -3.2621 0.4081 0.1350
C -3.0642 -0.3052 1.5036
C -3.1607 -1.8375 1.4427
C -4.0909 0.1649 2.5361
C -1.6988 0.1158 2.0154
C -2.5088 0.0883 -1.0358
N -1.3513 -0.7811 -0.9444
C -0.0106 -0.4707 -0.8738
C 0.4583 0.7455 -0.4242
C 1.7900 1.2912 -0.6625
C 2.8485 1.2475 0.2914
C 4.1565 1.4552 -0.1118
C 4.3767 1.7594 -1.4715
N 5.5191 1.2362 -2.1361
O 5.4672 1.2068 -3.4008
O 6.4639 0.7601 -1.4752
C 3.3358 2.1984 -2.3078
C 2.0404 1.9746 -1.8862
N 0.6635 -1.6619 -1.1709
C 2.0950 -1.8980 -1.1336
C 2.7453 -2.2179 0.0764
C 2.1291 -2.7047 1.4216
C 2.5560 -4.1658 1.6280
C 0.6161 -2.6778 1.5327
C 2.6524 -1.8119 2.5578
C 4.1529 -2.1631 0.1076
C 4.8840 -1.7616 -0.9900
C 4.2363 -1.5545 -2.2007
C 2.8607 -1.7344 -2.3289
C 2.2884 -1.6986 -3.7813
C 3.3956 -1.7526 -4.8480
C 1.5236 -0.3970 -3.9921
C 1.4039 -2.9089 -4.0640
C -0.3268 -2.6571 -1.2825
C -0.1568 -4.0971 -1.4497
C 1.0745 -4.8011 -1.4835
C 1.0863 -6.1862 -1.6617
C -0.1169 -6.8854 -1.8311
C -1.3421 -6.1988 -1.8105
C -1.3629 -4.8201 -1.6251
N -1.5356 -2.1360 -1.1893
H -2.4785 -1.9694 -3.3494
H -1.6624 -1.4927 -4.8555
H -0.8700 -1.2229 -3.3184
H -2.0067 2.1740 -4.4692
H -0.6751 1.4063 -3.5844
H -1.0568 0.8914 -5.2469
H -4.1983 1.0796 -4.7486
H -3.4319 -0.2509 -5.6319
H -4.4425 -0.5950 -4.2141
H -3.7763 2.3683 -3.1882
H -4.9794 3.0579 -1.1489
H -4.8142 1.7310 0.8938
H -2.7415 -2.2486 0.5249
H -2.6214 -2.2786 2.2928
H -4.2082 -2.1627 1.4930
H -4.0084 1.2427 2.7144
H -5.1156 -0.0701 2.2203
H -3.9205 -0.3238 3.5062
H -1.6616 1.2045 2.0976
H -1.4741 -0.3201 2.9967
H -0.9078 -0.1530 1.3181
H -0.3284 1.4273 -0.1166
H 2.6081 1.0317 1.3339
H 5.0184 1.3116 0.5359
H 3.5712 2.6358 -3.2705
H 1.1928 2.2883 -2.5038
H 3.6441 -4.2784 1.6564
H 2.1377 -4.5568 2.5637
H 2.1679 -4.7808 0.8054
H 0.2197 -1.6957 1.2647
H 0.1323 -3.4505 0.9258
H 0.3276 -2.8679 2.5797
H 2.2554 -0.7931 2.4453
H 2.3122 -2.2059 3.5255
H 3.7447 -1.7455 2.5808
H 4.7039 -2.4330 1.0100
H 5.9593 -1.6277 -0.9193
H 4.8417 -1.3069 -3.0692
H 4.0294 -2.6356 -4.7041
H 2.9390 -1.8343 -5.8438
H 4.0206 -0.8517 -4.8466
H 0.8971 -0.1704 -3.1199
H 2.2207 0.4450 -4.1102
H 0.8881 -0.4539 -4.8897
H 0.4890 -2.9008 -3.4732
H 1.1058 -2.9219 -5.1219
H 1.9476 -3.8346 -3.8405
H 2.0118 -4.2455 -1.4135
H 2.0452 -6.7128 -1.6735
H -0.0892 -7.9663 -1.9853
H -2.2839 -6.7313 -1.9466
H -2.2974 -4.2563 -1.6263
C -0.8561 3.2986 3.0252
C -0.2213 4.4601 2.4381
C 1.1426 4.4492 2.0525
C 1.8535 5.6436 1.9458
C 1.2111 6.8669 2.1921
C -0.1757 6.9018 2.3769
C -0.8965 5.7134 2.4378
C -2.2903 3.2355 3.2855
C -2.5085 2.4410 4.4634
C -3.7329 2.4658 5.1251
C -4.7765 3.2071 4.5554
C -4.6110 3.8497 3.3165
C -3.3741 3.8622 2.6671
C -1.2243 1.8953 4.8796
C -0.2070 2.4309 4.0028
C 1.1311 2.3066 4.3678
C 1.4458 1.6586 5.5648
C 0.4517 1.1158 6.3926
C -0.9021 1.2237 6.0494
H 1.6442 3.4959 1.8822
H 2.9200 5.6212 1.7071
H 1.7789 7.7989 2.1943
H -0.6996 7.8515 2.5008
H -1.9671 5.7605 2.6193
H -3.8272 1.9295 6.0738
H -5.7397 3.2663 5.0689
H -5.4465 4.3867 2.8682
H -3.2292 4.3707 1.7129
H 1.8999 2.7569 3.7479
H 2.4914 1.6060 5.8601
H 0.7419 0.6054 7.3108
H -1.7037 0.8285 6.6783

- net charge = +1
- gap between HOMO and LUMO (eV) = 3.15
- lowest unoccupied orbital energy (eV) = -5.90
- ΔE to the lowest compared entry with this formula, charge and spin (eV) = 0.1532
- HOMO level (eV) = -9.0



[3]
Density functional theory data (ωB97M-V/def2-TZVPD) for 10 unconnected molecules or ions with the total composition C21H65BClN2O11S9.

Geometry (Å):
N 2.7676 -4.0546 0.9273
B 1.6826 -3.5327 0.1456
O 1.5203 -3.8017 -1.1511
N 0.6161 -2.6026 0.8058
Cl -0.3541 -1.7344 -0.3625
C 1.1309 -1.6887 1.9038
C 2.4342 -0.9956 1.6182
C 2.4838 -0.1532 0.3456
O 3.8559 0.1376 0.0262
H 2.6511 -5.0423 1.1238
H 3.6167 -3.9477 0.3811
H 0.6335 -4.1819 -1.3306
H -0.0639 -3.2233 1.2545
H 1.2238 -2.2924 2.7980
H 0.3366 -0.9914 2.1140
H 2.5712 -0.3151 2.4483
H 3.2847 -1.6570 1.6576
H 2.0500 -0.6422 -0.5232
H 2.0315 0.8049 0.5221
H 4.2396 -0.6792 -0.3244
C -1.6353 1.8992 -0.3138
S 0.0568 2.5010 -0.2890
O 0.4128 2.7402 1.1390
C -0.3014 4.0901 -1.0413
H -1.6517 0.9162 0.1570
H -2.2793 2.5834 0.2382
H -1.9781 1.8172 -1.3450
H -1.0360 4.6196 -0.4356
H -0.6790 3.9365 -2.0517
H 0.6240 4.6594 -1.0830
C -5.9182 2.0284 1.4569
S -5.7566 3.6617 0.7218
O -4.6074 3.6022 -0.2226
C -5.1695 4.4797 2.2103
H -6.2375 1.3407 0.6771
H -4.9549 1.7117 1.8587
H -6.6693 2.0590 2.2458
H -4.2572 3.9956 2.5598
H -5.9436 4.4360 2.9760
H -4.9622 5.5176 1.9607
C 4.3605 6.3334 -4.3836
S 3.2156 4.9567 -4.3082
O 1.8445 5.4981 -4.5159
C 3.3920 4.6626 -2.5446
H 4.3719 6.7057 -5.4056
H 4.0282 7.1232 -3.7096
H 5.3598 5.9945 -4.1091
H 3.1243 5.5633 -1.9914
H 4.4177 4.3710 -2.3196
H 2.7146 3.8527 -2.2789
C 0.4461 -2.3045 7.4296
S 1.0360 -2.9852 5.8824
O 0.4350 -2.1592 4.7842
C 0.0847 -4.5058 5.9668
H 0.8905 -1.3190 7.5509
H -0.6405 -2.2197 7.3954
H 0.7643 -2.9532 8.2457
H -0.9760 -4.2650 6.0419
H 0.4077 -5.0828 6.8322
H 0.2740 -5.0757 5.0590
C -2.1129 -6.0299 -4.2915
S -0.3590 -5.7241 -4.0651
O -0.1324 -5.5805 -2.5906
C -0.3511 -4.0711 -4.7538
H -2.3399 -7.0112 -3.8812
H -2.6891 -5.2673 -3.7678
H -2.3414 -6.0174 -5.3564
H -1.0486 -3.4426 -4.1971
H -0.6288 -4.1141 -5.8047
H 0.6550 -3.6737 -4.6743
C 8.7242 8.4887 -4.9437
S 8.9849 7.0010 -3.9705
O 7.6916 6.2637 -3.9522
C 9.1343 7.8344 -2.3856
H 8.5629 8.1881 -5.9764
H 7.8481 9.0203 -4.5728
H 9.6098 9.1205 -4.8814
H 8.2304 8.4104 -2.1882
H 10.0074 8.4861 -2.4014
H 9.2611 7.0736 -1.6189
C -4.6366 -2.2543 4.8537
S -2.8975 -1.8221 4.9629
O -2.5776 -1.6566 6.4074
C -3.0666 -0.1768 4.2624
H -4.7607 -3.2433 5.2863
H -5.2338 -1.5336 5.4116
H -4.9470 -2.2716 3.8086
H -3.7659 0.4057 4.8618
H -3.4210 -0.2588 3.2343
H -2.0856 0.2945 4.2780
C -7.5484 -4.6892 5.0250
S -7.9177 -4.3660 3.2949
O -7.6140 -2.9304 3.0414
C -9.6981 -4.5225 3.4729
H -6.4741 -4.6077 5.1609
H -8.0568 -3.9566 5.6518
H -7.8705 -5.6984 5.2800
H -10.0572 -3.7989 4.2042
H -9.9412 -5.5371 3.7868
H -10.1502 -4.3220 2.5043
C 3.2055 -1.0736 -7.6230
S 3.1066 -2.6152 -6.7077
O 1.7115 -3.1169 -6.8526
C 3.2296 -1.8711 -5.0736
H 3.1040 -1.3074 -8.6801
H 2.3983 -0.4104 -7.3128
H 4.1742 -0.6081 -7.4429
H 2.4212 -1.1520 -4.9365
H 4.1971 -1.3802 -4.9723
H 3.1464 -2.6672 -4.3351

- net charge = +1
- gap between HOMO and LUMO (eV) = 6.60
- lowest unoccupied orbital energy (eV) = -3.40
- HOMO level (eV) = -10.0